Density functional theory data (ωB97M-V/def2-TZVPD) for a structure of composition C11H14N7PtS3.

```
! RIJCOSX wB97M-V def2-TZVPD def2/J DEFGRID3
* xyz 1 3
Pt 0.66 1.50 -0.62
C -3.18 0.14 4.19
S -2.09 1.56 3.91
C -0.91 0.89 2.96
S -1.61 -1.26 0.07
N 0.15 0.96 2.43
N 1.01 0.97 1.49
C 2.29 0.69 1.76
C 3.21 0.76 0.68
C 4.57 0.49 0.83
C 5.41 0.59 -0.26
C 4.88 0.96 -1.49
C 3.52 1.22 -1.58
N 2.70 1.12 -0.53
H -4.00 0.52 4.80
H -2.66 -0.64 4.73
H -3.58 -0.22 3.24
H 2.61 0.42 2.77
H 4.95 0.21 1.80
H 6.47 0.39 -0.15
H 5.50 1.06 -2.37
H 3.07 1.51 -2.51
C -3.46 -2.64 -2.22
C -3.16 -1.19 -2.25
N -3.62 -0.35 -3.11
N -3.08 0.85 -2.74
C -2.29 0.77 -1.68
S -1.54 2.11 -0.93
N -2.32 -0.55 -1.33
N -0.12 -1.79 -0.38
H -4.16 -2.86 -3.03
H -3.89 -2.94 -1.27
H -2.55 -3.23 -2.38
H -3.27 1.68 -3.28
H 0.56 -1.06 -0.59
H -0.07 -2.63 -0.95
*
```

Summary:
energy relative to the best compared isomer or geometry (same formula, charge and spin): 1.5435 eV
molar mass: 535.6 g/mol
HOMO-LUMO gap (spin up / spin down): 6.88 / 7.21 eV
highest occupied orbital energy (spin up / spin down): -9.78 / -11.27 eV

These are the Löwdin partial charges, in e, on atoms 1 to 4: atom 1 (Pt): 0.598, atom 2 (C): -0.353, atom 3 (S): 0.950, atom 4 (C): -0.415